No. 1
The molecule C4H4O2 in a non-equilibrium geometry. Source: OMol25; level of theory: the ωB97M-V functional and the def2-TZVPD basis.

CARTESIAN COORDINATES (ANGSTROEM)
O (-0.31, 2.33, -0.02)
C (-0.11, 1.16, -0.06)
C (-0.99, -0.09, 0.15)
C (0.27, -0.93, 0.03)
O (0.86, -0.61, -1.22)
C (1.11, 0.42, -0.34)
H (-1.75, -0.30, -0.61)
H (-1.44, -0.07, 1.14)
H (0.47, -1.93, 0.41)
H (1.89, 0.02, 0.52)

Results
Largest force on an atom in eV/A: 7.48
HOMO in hartree: -0.3531
Kohn-Sham gap in Ha: 0.3808

***

No. 2
A structure of composition C31H38BeNPSi in a non-equilibrium geometry. Source: OMol25; level of theory: the ωB97M-V functional and the def2-TZVPD basis.

CARTESIAN COORDINATES (ANGSTROEM)
C (4.13, 1.66, -1.21)
C (3.49, 2.07, -0.04)
C (2.20, 1.57, 0.27)
C (1.72, 0.47, -0.41)
C (2.38, 0.03, -1.56)
C (3.56, 0.66, -1.99)
C (1.42, 2.28, 1.35)
C (0.15, 3.04, 0.86)
N (0.33, 4.31, 0.18)
Be (0.44, -0.69, -0.02)
C (1.82, -1.14, -2.37)
P (0.07, -1.52, -1.85)
H (3.93, 2.82, 0.61)
H (4.02, 0.35, -2.94)
H (5.06, 2.13, -1.51)
H (2.40, -2.06, -2.21)
H (1.80, -0.91, -3.44)
H (1.09, 1.55, 2.10)
H (2.07, 3.00, 1.87)
H (-0.47, 2.34, 0.25)
C (-0.33, -3.22, -2.27)
C (-0.84, -0.47, -3.01)
H (-0.47, 3.27, 1.75)
C (1.38, 4.46, -0.79)
C (-0.92, 4.96, -0.15)
H (0.43, -1.16, 1.30)
H (1.16, 5.36, -1.36)
H (2.34, 4.57, -0.28)
H (1.47, 3.60, -1.48)
H (-0.68, 5.92, -0.61)
H (-1.54, 4.37, -0.86)
H (-1.49, 5.09, 0.77)
H (-0.44, -0.62, -4.02)
H (-1.90, -0.76, -2.96)
H (-0.74, 0.58, -2.72)
H (0.40, -3.62, -2.99)
H (-0.32, -3.82, -1.36)
H (-1.34, -3.23, -2.70)
H (-0.42, -0.43, 1.13)
C (-0.75, -5.78, 2.59)
C (-1.50, -5.07, 1.66)
C (-1.49, -3.67, 1.67)
C (-0.71, -2.99, 2.63)
C (0.03, -3.71, 3.58)
C (0.01, -5.11, 3.55)
Si (-0.68, -1.15, 2.62)
C (-2.40, -0.54, 2.80)
C (-3.14, 0.08, 1.78)
C (-4.46, 0.48, 2.03)
C (-5.03, 0.26, 3.29)
C (-4.30, -0.37, 4.30)
C (-2.99, -0.78, 4.05)
C (0.42, -0.27, 3.78)
C (-0.05, 0.87, 4.46)
C (0.84, 1.68, 5.16)
C (2.20, 1.35, 5.21)
C (2.66, 0.19, 4.59)
C (1.78, -0.63, 3.89)
H (-0.78, -6.88, 2.59)
H (-2.12, -5.59, 0.93)
H (-2.07, -3.10, 0.94)
H (0.61, -3.17, 4.33)
H (0.58, -5.66, 4.30)
H (-2.68, 0.25, 0.80)
H (-5.03, 0.96, 1.24)
H (-6.06, 0.58, 3.48)
H (-4.74, -0.55, 5.28)
H (-2.42, -1.28, 4.85)
H (-1.11, 1.13, 4.41)
H (0.46, 2.57, 5.68)
H (2.89, 2.01, 5.73)
H (3.72, -0.08, 4.64)
H (2.14, -1.54, 3.40)

Results
Largest force on an atom in eV/A: 4.98
HOMO in hartree: -0.2307
Kohn-Sham gap in Ha: 0.2482

***

No. 3
The ion CH4N2 with charge +1 in a non-equilibrium geometry. Source: OMol25; level of theory: the ωB97M-V functional and the def2-TZVPD basis.

CARTESIAN COORDINATES (ANGSTROEM)
N (0.27, -0.37, 0.89)
C (-0.27, 0.30, -0.10)
N (0.47, 0.47, -1.18)
H (1.17, -0.83, 0.72)
H (-0.28, -0.62, 1.71)
H (-1.32, 0.57, 0.03)
H (-0.04, 0.49, -2.07)

Results
⟨S²⟩: 0.765
Largest force on an atom in eV/A: 1.52
HOMO (spin up / spin down) in hartree: -0.6554 / -0.6431
Kohn-Sham gap (spin up / spin down) in Ha: 0.4709 / 0.3202
Spin multiplicity: 2
Total charge: +1

***

No. 4
A structure of composition C30H25BrF4IN6ORuS in a non-equilibrium geometry. Source: OMol25; level of theory: the ωB97M-V functional and the def2-TZVPD basis.

CARTESIAN COORDINATES (ANGSTROEM)
Ru (0.47, -0.09, 0.71)
C (-2.57, -0.59, 3.15)
C (-2.86, 0.09, 1.82)
N (-1.72, 0.70, 1.13)
C (-2.09, 0.85, -0.30)
C (-3.30, 1.73, -0.60)
C (-1.23, 2.01, 1.81)
C (0.25, 2.51, 1.34)
N (1.46, 1.51, 1.60)
C (2.51, 1.52, 0.67)
C (3.01, 0.37, -0.02)
F (2.40, -0.91, 0.09)
C (4.09, 0.42, -0.87)
F (4.46, -0.71, -1.49)
C (4.77, 1.59, -1.11)
C (4.33, 2.72, -0.46)
F (4.95, 3.89, -0.65)
C (3.25, 2.69, 0.41)
F (2.87, 3.82, 1.02)
H (-3.50, -1.04, 3.51)
H (-2.21, 0.11, 3.90)
H (-1.82, -1.37, 3.05)
H (-3.61, 0.87, 2.01)
H (-3.31, -0.63, 1.14)
H (-2.28, -0.13, -0.74)
H (-1.22, 1.22, -0.82)
H (-4.20, 1.37, -0.11)
H (-3.49, 1.75, -1.67)
H (-3.13, 2.76, -0.28)
H (-1.22, 1.93, 2.88)
H (-1.99, 2.77, 1.56)
H (0.42, 3.45, 1.88)
H (0.18, 2.77, 0.28)
H (5.62, 1.62, -1.78)
S (-1.62, -7.43, 2.06)
N (-0.88, -6.40, 3.05)
C (-0.71, -5.27, 2.38)
C (-0.08, -4.07, 2.86)
C (0.45, -3.96, 4.15)
C (1.05, -2.77, 4.52)
C (1.09, -1.72, 3.60)
N (0.58, -1.82, 2.39)
C (0.02, -2.96, 2.01)
C (-0.53, -3.02, 0.63)
N (-0.41, -1.93, -0.17)
C (-0.81, -2.03, -1.43)
C (-1.38, -3.17, -1.97)
C (-1.55, -4.27, -1.16)
C (-1.11, -4.20, 0.15)
C (-1.21, -5.34, 1.05)
N (-1.75, -6.51, 0.74)
H (0.39, -4.80, 4.82)
H (1.48, -2.64, 5.50)
H (1.51, -0.75, 3.83)
H (-0.67, -1.15, -2.04)
H (-1.69, -3.18, -3.01)
H (-1.99, -5.19, -1.53)
O (0.02, 0.48, 2.65)
Br (0.92, 5.12, -2.10)
C (0.89, 4.20, -3.75)
C (1.01, 4.94, -4.91)
C (1.01, 4.29, -6.14)
C (0.87, 2.91, -6.20)
C (0.75, 2.18, -5.03)
C (0.75, 2.81, -3.80)
I (0.55, 1.67, -2.05)
H (1.12, 6.01, -4.86)
H (1.10, 4.87, -7.05)
H (0.87, 2.41, -7.16)
H (0.65, 1.10, -5.08)

Results
⟨S²⟩: 0.891
Largest force on an atom in eV/A: 6.07
HOMO (spin up / spin down) in hartree: -0.2293 / -0.2246
Kohn-Sham gap (spin up / spin down) in Ha: 0.2005 / 0.1958
Spin multiplicity: 2

***

No. 5
The molecule C3H7N3 in a non-equilibrium geometry. Source: OMol25; level of theory: the ωB97M-V functional and the def2-TZVPD basis.

CARTESIAN COORDINATES (ANGSTROEM)
N (-1.94, 0.26, 0.53)
C (-0.77, 0.59, -0.27)
C (0.53, -0.01, 0.34)
N (0.79, -1.45, 0.09)
C (1.73, 0.65, -0.22)
N (2.71, 0.96, -0.73)
H (-2.76, 0.76, 0.17)
H (-2.15, -0.73, 0.48)
H (-0.68, 1.69, -0.26)
H (-0.83, 0.29, -1.32)
H (0.46, 0.18, 1.42)
H (1.00, -1.61, -0.90)
H (1.66, -1.72, 0.56)

Results
Largest force on an atom in eV/A: 1.25
HOMO in hartree: -0.3649
Kohn-Sham gap in Ha: 0.3967

***

No. 6
A structure of composition C11H22Cl2I2NP2Pr in a non-equilibrium geometry. Source: OMol25; level of theory: the ωB97M-V functional and the def2-TZVPD basis.

CARTESIAN COORDINATES (ANGSTROEM)
I (1.02, -2.11, -1.93)
I (-1.72, 2.47, 0.87)
Pr (-0.50, 0.25, -0.80)
P (1.59, 1.99, -1.77)
C (3.03, 2.10, -0.63)
C (2.18, 1.39, -3.40)
H (2.81, 2.12, -3.93)
H (1.57, 4.33, -2.60)
H (1.28, 1.15, -3.99)
H (-0.06, 3.54, -2.57)
H (3.42, 1.09, -0.48)
H (2.72, 0.44, -3.24)
C (0.90, 3.67, -2.03)
H (3.83, 2.76, -1.00)
H (0.65, 4.10, -1.05)
H (2.67, 2.46, 0.35)
P (-2.72, -1.48, -0.13)
C (-2.50, -2.33, 1.49)
C (-4.25, -0.48, -0.06)
H (-2.87, -2.20, -2.40)
H (-3.90, -3.27, -1.38)
H (-2.10, -3.44, -1.41)
C (-2.94, -2.74, -1.45)
H (-4.26, 0.15, -0.96)
H (-5.17, -1.09, -0.01)
H (-3.35, -2.98, 1.76)
H (-2.35, -1.56, 2.26)
H (-4.18, 0.20, 0.80)
H (-1.58, -2.93, 1.45)
Cl (-1.79, 0.81, -3.00)
Cl (2.36, -3.58, 3.22)
C (1.94, -1.97, 2.92)
C (2.27, -0.97, 3.83)
C (1.89, 0.34, 3.55)
C (1.20, 0.60, 2.37)
N (0.89, -0.37, 1.50)
C (1.25, -1.65, 1.75)
H (2.81, -1.21, 4.74)
H (2.11, 1.17, 4.21)
H (0.84, 1.62, 2.13)
H (1.02, -2.40, 1.00)

Results
⟨S²⟩: 2.272
Largest force on an atom in eV/A: 2.17
HOMO (spin up / spin down) in hartree: -0.5598 / -0.5598
Kohn-Sham gap (spin up / spin down) in Ha: 0.1753 / 0.1312
Spin multiplicity: 3
Total charge: +2

***

No. 7
A structure of composition C27H19NO8PReSbSe4. Source: OMol25; level of theory: the ωB97M-V functional and the def2-TZVPD basis.

CARTESIAN COORDINATES (ANGSTROEM)
Re (0.20, -0.54, 0.34)
O (-1.71, -0.86, 1.31)
C (-1.07, 0.05, 1.79)
C (-1.12, 1.03, 2.83)
C (-2.09, 1.15, 3.82)
C (-1.89, 2.13, 4.78)
C (-0.76, 2.95, 4.74)
C (0.20, 2.82, 3.73)
C (0.00, 1.85, 2.76)
P (1.05, 1.48, 1.32)
C (0.90, 2.93, 0.24)
C (0.01, 3.96, 0.52)
C (-0.11, 5.03, -0.35)
C (0.65, 5.07, -1.51)
C (1.54, 4.04, -1.79)
C (1.67, 2.97, -0.93)
C (2.70, 1.46, 2.03)
C (3.13, 0.31, 2.70)
C (4.38, 0.29, 3.29)
C (5.21, 1.40, 3.21)
C (4.78, 2.54, 2.55)
C (3.53, 2.58, 1.96)
H (-2.95, 0.50, 3.85)
H (-2.61, 2.26, 5.58)
H (-0.62, 3.70, 5.50)
H (1.07, 3.46, 3.72)
H (-0.61, 3.93, 1.41)
H (-0.82, 5.82, -0.13)
H (0.55, 5.90, -2.20)
H (2.14, 4.07, -2.69)
H (2.37, 2.19, -1.17)
H (2.49, -0.56, 2.76)
H (4.71, -0.60, 3.81)
H (6.19, 1.38, 3.67)
H (5.43, 3.41, 2.49)
H (3.21, 3.46, 1.43)
O (-0.08, -2.88, 0.02)
N (0.40, -3.07, 1.16)
O (0.58, -4.10, 1.69)
O (0.71, -1.92, 1.77)
O (-1.59, 1.63, -2.65)
C (-1.05, 0.71, -2.11)
O (-0.85, 0.72, -0.77)
C (-0.42, -0.43, -2.83)
C (-0.74, -1.74, -2.49)
C (-0.10, -2.83, -3.10)
C (0.85, -2.53, -4.04)
O (1.64, -3.39, -4.75)
C (2.30, -2.59, -5.73)
O (2.14, -1.22, -5.34)
C (1.16, -1.22, -4.40)
C (0.54, -0.14, -3.82)
H (-1.53, -1.93, -1.78)
H (-0.35, -3.85, -2.85)
H (1.84, -2.74, -6.70)
H (3.36, -2.83, -5.73)
H (0.77, 0.88, -4.09)
Se (4.29, 0.05, -0.35)
Sb (4.67, -0.23, -2.91)
Se (2.15, -0.77, -0.94)
Se (4.25, 1.77, -4.00)
Se (5.29, -2.37, -3.53)

Results
Largest force on an atom in eV/A: 0.85
HOMO (spin up / spin down) in hartree: -0.3945 / -0.3945
Kohn-Sham gap (spin up / spin down) in Ha: 0.2074 / 0.2071
Total charge: +1